The following is a DFT calculation (ωB97M-V/def2-TZVPD) of a molecular structure, C10H21Br3N2O5V in a non-equilibrium geometry.

Cartesian coordinates (Å):
O -1.45747 -0.03508 -0.99898
V -0.31135 -1.01181 -0.48087
C 0.40095 -4.28413 2.00825
C 0.13375 -3.02896 1.13961
O 1.04225 -2.27077 0.80976
O -1.00945 -2.66118 0.83851
H -0.11935 -5.16496 1.63205
H -0.04926 -3.96031 2.94663
H 1.41667 -4.65158 2.15448
Br 0.53511 -1.95171 -2.80323
C 0.03980 0.64391 2.57091
O -0.22096 0.34416 1.37963
N -0.82225 1.38014 3.34421
C -0.45233 1.90715 4.67812
C -2.09805 1.78737 2.80031
H 0.79844 0.20392 3.23654
H -0.37640 2.99364 4.63478
H 0.54796 1.57453 4.95542
H -1.23452 1.78498 5.42736
H -2.57717 0.83149 2.58860
H -2.74384 2.33964 3.48299
H -1.95423 2.34154 1.87278
C 1.92555 1.43577 -1.09273
O 1.01187 0.63687 -0.80074
N 3.25300 1.17115 -1.06350
C 4.20193 2.25760 -1.33541
C 3.89676 -0.12444 -0.65293
H 1.80992 2.47374 -1.44122
H 4.93373 2.25155 -0.52760
H 3.70541 3.22555 -1.40349
H 4.81443 2.13626 -2.22884
H 4.75428 -0.30264 -1.30177
H 4.33365 0.04587 0.33106
H 3.36754 -1.07647 -0.69390
Br -3.48699 1.67328 -5.23140
C -3.41295 -0.02437 -4.14250
C -4.51706 -0.99233 -4.46630
Br -4.19953 -1.46007 -6.31609
H -3.43590 0.39361 -3.13609
H -2.42341 -0.42938 -4.35437
H -5.48209 -0.48557 -4.46907
H -4.53860 -1.91780 -3.89086

highest occupied orbital energy (alpha / beta): -8.60 / -8.70 eV
multiplicity: 2
frontier orbital gap (alpha / beta): 8.729 / 8.865 eV

Atomic partial charges in e from the natural (NBO) method, atoms 1 to 2:
1. O -0.481
2. V 1.462

=====

The following is a DFT calculation (ωB97M-V/def2-TZVPD) of 17 unconnected molecules or ions with the total composition C107H182N19O27P2 in a non-equilibrium geometry.

Cartesian coordinates (Å):
C 23.37770 30.49954 10.50896
N 22.62637 29.28256 10.82668
C 23.30213 28.09644 10.94940
C 22.65204 26.98622 11.43914
C 21.31720 27.04938 11.84394
C 20.64344 28.28238 11.68664
C 21.34688 29.39934 11.21254
C 20.62349 25.88160 12.38666
C 21.26444 24.68584 12.82430
C 20.62210 23.55460 13.27134
N 19.27348 23.59364 13.20846
C 18.58623 24.70546 12.88800
C 19.26330 25.83394 12.43732
C 18.53954 22.42774 13.76834
H 22.92084 30.94002 9.62276
H 24.36418 30.19908 10.15584
H 23.48307 31.13914 11.38526
H 24.31708 28.14692 10.58374
H 23.23445 26.07894 11.50280
H 19.61874 28.50634 11.94402
H 20.96821 30.40594 11.11364
H 22.34308 24.67670 12.87778
H 21.07763 22.62052 13.56520
H 17.52290 24.72698 13.07576
H 18.60777 26.67492 12.26578
H 18.55618 21.66500 12.98986
H 17.52400 22.73928 14.01270
H 19.01734 21.97122 14.63518
C 19.46482 26.43028 19.86832
N 20.35282 27.56506 20.21720
C 21.64601 27.49544 19.98096
C 22.46862 28.65336 20.20644
C 21.91276 29.80528 20.75454
C 20.52994 29.82786 20.96153
C 19.76992 28.67708 20.65777
C 22.72091 31.05914 21.03470
C 23.99616 30.97230 21.60080
C 24.66597 32.14502 22.03874
N 24.11807 33.33568 21.76490
C 22.89600 33.44994 21.26038
C 22.19329 32.34834 20.83894
C 24.80172 34.57584 22.10456
H 19.47125 25.76280 20.73003
H 19.75872 25.98266 18.91891
H 18.43098 26.74832 19.73366
H 21.99069 26.56408 19.55652
H 23.53177 28.73978 20.03718
H 20.02405 30.65946 21.42942
H 18.70457 28.77660 20.80446
H 24.51066 30.03300 21.74002
H 25.67096 32.21220 22.42846
H 22.58355 34.47666 21.13940
H 21.22575 32.38236 20.36030
H 25.83631 34.40572 22.40254
H 24.33264 34.92228 23.02546
H 24.71682 35.32846 21.32070
C 21.91609 26.61818 16.21590
N 21.57377 28.04290 16.38234
C 22.43769 28.90802 16.95146
C 22.14685 30.27710 17.11498
C 20.85159 30.70422 16.79538
C 19.91739 29.78348 16.34022
C 20.29280 28.46790 16.16594
C 20.43700 32.10714 17.02188
C 19.43164 32.46952 17.92678
C 18.94521 33.76448 17.97322
N 19.55710 34.71570 17.21920
C 20.54839 34.40146 16.35735
C 20.99076 33.04146 16.22358
C 19.04887 36.11308 17.27054
H 21.42074 26.17362 15.35272
H 21.74243 25.97850 17.08122
H 22.98651 26.63884 16.01128
H 23.42009 28.52528 17.18552
H 22.87060 30.93536 17.57248
H 18.94141 30.01148 15.93788
H 19.63496 27.81928 15.60654
H 18.95908 31.72252 18.54731
H 18.09123 34.10880 18.53762
H 20.91679 35.25733 15.81130
H 21.72255 32.74126 15.48820
H 18.93868 36.40504 18.31492
H 18.01661 36.04810 16.92658
H 19.69420 36.77480 16.69282
C 19.10533 35.19608 21.99510
N 18.32027 34.30544 22.86224
C 18.62437 34.13396 24.13278
C 17.92127 33.30234 24.99334
C 16.80582 32.70126 24.55222
C 16.41067 32.87848 23.22412
C 17.22345 33.71200 22.38788
C 16.13293 31.80554 25.50986
C 15.78584 30.53558 25.05876
C 15.02146 29.63722 25.80518
N 14.78520 30.00768 27.09594
C 15.23567 31.15328 27.68914
C 15.92849 32.10316 26.91062
C 13.82532 29.21550 27.83000
H 18.62339 36.17200 22.05354
H 19.06663 34.90922 20.94424
H 20.14881 35.20636 22.30998
H 19.51981 34.64456 24.45508
H 18.24749 33.07296 25.99702
H 15.47625 32.44832 22.89516
H 16.99919 33.84598 21.33996
H 16.05235 30.23180 24.05722
H 14.63837 28.71620 25.39120
H 14.92923 31.28220 28.71670
H 16.23321 33.05930 27.30982
H 14.11288 29.05008 28.86830
H 13.79506 28.25200 27.32120
H 12.95188 29.85804 27.71890
C 13.39607 36.88498 16.58691
C 13.07798 38.14750 15.68120
C 12.84838 39.37371 16.68335
C 14.18481 39.98816 17.21578
C 15.09055 40.31453 16.04193
C 15.42307 39.09531 15.23914
N 14.22829 38.39543 14.77744
O 14.34860 37.62553 13.66200
C 16.42773 38.20854 15.96824
C 16.12807 39.70806 13.93552
C 11.80362 37.90858 14.84176
H 13.59670 35.97654 16.01895
H 12.47033 36.72904 17.14080
H 14.15752 37.16290 17.31564
H 12.10967 39.27048 17.47818
H 12.45234 40.21424 16.11345
H 14.62497 39.40824 18.02698
H 13.73048 40.87276 17.66210
H 16.05755 40.67606 16.39164
H 14.54765 41.07930 15.48654
H 17.36532 38.71574 16.19574
H 16.74017 37.34294 15.38408
H 15.98579 37.96769 16.93508
H 16.41064 38.88548 13.27854
H 17.04635 40.27880 14.07376
H 15.47102 40.33960 13.33758
H 11.42290 38.80280 14.34828
H 10.95127 37.45338 15.34614
H 11.86027 37.21790 14.00044
C 22.70603 40.94454 12.13786
C 22.10041 39.65770 12.71384
C 23.23548 38.89518 13.45814
C 23.64048 39.60516 14.81132
C 22.45836 39.64758 15.73056
C 21.31957 40.52298 15.18908
N 20.98173 40.12114 13.71828
O 19.68651 40.40877 13.19838
C 21.65035 42.02654 15.32096
C 20.10095 40.06694 16.05164
C 21.43271 38.81970 11.55262
H 21.97738 41.75162 12.06192
H 23.16209 40.71416 11.17504
H 23.44687 41.34578 12.82944
H 24.12969 38.82208 12.83914
H 23.00163 37.84284 13.61934
H 24.34762 40.42048 14.65872
H 24.21439 38.79302 15.25762
H 22.76033 39.84792 16.75856
H 21.99985 38.65992 15.77930
H 22.02634 42.33650 16.29597
H 20.67359 42.51022 15.33038
H 22.29033 42.46836 14.55720
H 19.22171 40.70652 16.12896
H 20.41658 39.97014 17.09042
H 19.73468 39.07097 15.80264
H 20.82436 39.48752 10.94268
H 20.84427 38.00140 11.96758
H 22.21393 38.53182 10.84912
C 15.59334 33.82590 14.67720
C 16.17868 33.53678 13.28842
C 16.14269 34.87400 12.45050
C 16.95349 34.79714 11.14810
C 18.37987 34.19432 11.26684
C 18.45420 32.84160 12.10134
N 17.56902 33.03263 13.31736
O 17.89215 32.09118 14.34162
C 19.90973 32.66474 12.51012
C 18.01760 31.66918 11.19500
C 15.21109 32.51544 12.59002
H 15.92426 33.07196 15.39148
H 14.50886 33.90783 14.74988
H 15.69132 34.78996 15.17626
H 16.42511 35.76875 13.00528
H 15.10228 35.06138 12.18492
H 17.01922 35.72464 10.57930
H 16.30250 34.16170 10.54766
H 19.08677 34.92592 11.65822
H 18.85416 33.93751 10.31964
H 20.03269 31.67942 12.95972
H 20.18710 33.43530 13.22942
H 20.63524 32.80066 11.70808
H 17.41717 31.04914 11.86068
H 18.82350 31.02558 10.84234
H 17.39472 31.94204 10.34314
H 14.33082 32.97820 12.14384
H 15.01073 31.68992 13.27302
H 15.56897 32.00814 11.69410
C 20.40004 16.14836 17.22236
C 21.79795 16.57004 17.75076
C 21.82923 18.07052 18.08168
C 22.88424 18.58633 18.96451
P 24.60953 18.97136 18.33326
C 25.26514 17.61538 17.25062
C 25.38988 16.23712 18.03511
C 25.47152 15.01550 17.13424
C 26.20857 15.22166 15.77866
C 24.44612 20.40790 17.27063
C 23.85930 21.74346 17.77957
C 23.95594 23.04536 16.80686
C 23.22074 22.79098 15.48148
C 25.65632 19.56721 19.67470
C 27.21439 19.63310 19.45274
C 27.83637 20.92135 18.83292
C 29.31026 21.26218 19.27438
H 19.60971 16.45279 17.90851
H 20.27755 15.06702 17.16068
H 20.05393 16.54635 16.26846
H 22.57715 16.42600 17.00228
H 22.15570 15.92558 18.55374
H 20.87675 18.41080 18.48802
H 21.81815 18.65346 17.16072
H 23.06811 17.76160 19.65308
H 22.63549 19.47168 19.54966
H 26.21915 18.01984 16.91242
H 24.49050 17.48885 16.49430
H 24.52243 16.08092 18.67638
H 26.16613 16.29071 18.79843
H 24.46120 14.66206 16.92823
H 25.97740 14.17008 17.60058
H 27.19802 15.66520 15.88988
H 25.68097 15.92414 15.13348
H 26.20081 14.22864 15.32926
H 23.94647 20.17994 16.32910
H 25.48732 20.59306 17.00660
H 24.17203 21.93440 18.80614
H 22.80746 21.49966 17.92890
H 24.92948 23.52608 16.71078
H 23.38742 23.82752 17.30998
H 22.75627 23.70150 15.10290
H 22.42104 22.06350 15.62054
H 23.87753 22.56372 14.64180
H 25.49916 18.74890 20.37740
H 25.20862 20.41270 20.19700
H 27.52827 18.73644 18.91832
H 27.55833 19.51058 20.47978
H 27.18561 21.77178 19.03640
H 27.98635 20.86088 17.75499
H 29.53960 21.11144 20.32926
H 29.44925 22.27768 18.90352
H 29.99214 20.51926 18.86062
C 25.14052 25.77120 14.16638
C 25.85592 26.32122 15.37090
C 26.95094 27.30784 14.92844
C 27.82614 27.60450 16.21392
P 27.93265 29.30204 16.83755
C 28.82720 30.48764 15.79374
C 28.82785 30.20446 14.23062
C 27.53433 30.81294 13.63582
C 27.32707 30.35524 12.21514
C 26.26594 29.85778 17.18154
C 25.96263 31.09638 18.04594
C 25.56615 32.33396 17.27304
C 25.91188 33.55286 18.11124
C 28.81858 29.36916 18.45408
C 30.09618 28.53014 18.53133
C 30.86081 28.88696 19.81155
C 32.22728 28.24580 20.00256
H 24.67401 24.81972 14.42158
H 25.85036 25.59418 13.35838
H 24.42366 26.47826 13.74890
H 26.15066 25.60424 16.13718
H 25.07947 26.79026 15.97524
H 26.59754 28.10548 14.27502
H 27.62448 26.72996 14.29558
H 28.78792 27.12808 16.02390
H 27.33786 27.16600 17.08422
H 29.87996 30.54284 16.07075
H 28.42840 31.48564 15.97556
H 28.87082 29.11714 14.16776
H 29.71548 30.63434 13.76648
H 27.44706 31.86616 13.90266
H 26.64177 30.52214 14.18978
H 28.14037 30.75108 11.60692
H 26.34413 30.58970 11.80656
H 27.30241 29.26574 12.23714
H 25.85504 28.99996 17.71390
H 25.68702 29.89874 16.25890
H 26.87772 31.32988 18.59017
H 25.25367 31.08790 18.87382
H 24.54227 32.25046 16.90862
H 26.21706 32.46672 16.40887
H 25.18864 33.61594 18.92428
H 25.79802 34.49050 17.56720
H 26.91399 33.55144 18.54004
H 28.14950 28.94762 19.20424
H 28.98395 30.41520 18.71208
H 30.74175 28.77192 17.68701
H 29.87298 27.46904 18.42031
H 30.33077 28.75328 20.75458
H 31.05447 29.95918 19.84176
H 32.85381 28.48330 19.14280
H 32.21810 27.15588 19.99552
H 32.68483 28.57058 20.93705
N 25.47769 26.29238 18.93138
O 24.35537 26.60594 18.53127
O 25.81182 25.15040 18.90610
O 26.20433 27.14238 19.33472
N 22.02387 36.22560 18.95568
O 23.04377 35.55162 18.86932
O 21.25013 35.94544 19.86626
O 21.77686 37.14440 18.14596
N 16.00387 36.29004 19.27746
O 15.87615 35.55968 18.30816
O 16.91136 35.99194 20.04376
O 15.41925 37.36845 19.47906
N 19.19903 36.69794 13.81924
O 18.55990 37.53150 13.16510
O 18.80951 35.55224 14.07808
O 20.34106 37.00565 14.15036
N 16.58774 30.83708 19.56386
O 16.93104 31.96054 19.81026
O 16.65249 29.95730 20.39425
O 16.09263 30.62926 18.45250
N 23.65860 30.77252 13.98634
O 22.51646 31.11370 13.89300
O 24.45745 31.65684 14.12034
O 23.99765 29.65030 13.98386
N 16.86780 28.85194 13.60950
O 18.05068 29.00398 13.85354
O 16.02980 29.61792 14.09840
O 16.63644 27.90986 12.93198
N 17.67144 25.89364 16.29604
O 16.53633 25.62120 15.92272
O 17.82086 26.78432 17.12878
O 18.64278 25.26296 15.93554

charge: +5
highest occupied orbital energy: -14.32 eV
multiplicity: 1
frontier orbital gap: 4.249 eV

Atomic partial charges in e from the Mulliken method, atoms 1 to 2:
1. C -1.139
2. N 0.246

=====

| no. | total energy (eV) |
| --- | --- |
| 1 | -259745.448 |
| 2 | -215996.461 |